[1]
Here is 2 unconnected molecules or ions with the total composition C4H12N2O from OMol25. Energies are from ωB97M-V/def2-TZVPD.

Cartesian coordinates (Å):
C 0.33432 -0.10366 -0.62044
C 1.47632 -0.28621 -1.34713
C 0.10621 0.03971 1.68551
C -0.19175 0.73291 0.31426
N -2.22556 -2.33632 -0.89429
N 0.46920 2.13256 0.44198
O -1.60460 -1.54937 -0.22792
H 1.70226 -1.30379 -1.66580
H 1.31363 0.27198 -2.25903
H 2.48205 0.13432 -0.96790
H -0.62007 0.17219 2.44433
H 1.05254 0.33396 2.06734
H 0.22456 -0.98342 1.44066
H -1.29669 0.85439 0.25584
H -2.96890 -2.03834 -1.54647
H -2.16642 -3.41075 -0.81028
H 0.26235 2.59768 1.24859
H 0.22708 2.89754 -0.16276
H 1.42347 1.84460 0.60350

Computed properties:
Lowest unoccupied orbital energy (spin up / spin down) ... -0.3547 / -0.3756 Eh
Highest occupied orbital energy (spin up / spin down) ... -17.954 / -16.598 eV
Orbital gap (spin up / spin down) ... 8.30 / 6.38 eV
Total charge ... +2
Multiplicity ... 1

Here are the Mulliken charges for atoms 1 to 2, given in e: C 0.267; C -1.182

***

[2]
Here is 8 unconnected molecules or ions with the total composition C46H43F7O2S from OMol25. Energies are from ωB97M-V/def2-TZVPD.

Cartesian coordinates (Å):
O -1.50979 -6.17479 -0.11571
S -0.44954 -6.10771 0.80934
O -0.04331 -7.42582 1.38934
C 0.91766 -5.19273 0.19868
C 0.89424 -3.99782 1.08400
C 0.28922 -4.31654 2.39206
C -0.86469 -5.01352 2.21207
H 0.79539 -4.73226 -0.84457
H 1.90500 -5.95801 0.18933
H 1.86353 -3.61225 1.01929
H 0.32575 -3.13533 0.53513
H 0.08746 -3.55327 2.96970
H 0.95774 -4.71341 2.97686
H -1.67900 -4.29098 2.00924
H -1.23251 -5.77897 2.93193
F -1.38772 3.68217 0.50150
C -0.53625 4.07969 -0.46180
C 0.51031 3.32482 -0.68964
C 1.51339 3.71759 -1.59563
C 1.49002 4.90968 -2.16085
C 0.31582 5.78335 -1.96856
C -0.69046 5.33562 -1.15341
H 0.58560 2.38746 -0.09063
H 2.41867 2.97389 -1.99195
H 2.23016 5.08941 -2.91738
H 0.12104 6.85070 -2.39999
H -1.69452 5.80332 -0.98041
F 4.02304 5.35255 0.60257
C 4.04977 4.21722 1.22749
C 5.30134 3.64335 1.46483
C 5.39840 2.52404 2.37546
C 4.23380 1.93686 2.89776
C 2.94433 2.53224 2.61626
C 2.87514 3.74707 1.83530
H 6.25941 4.08376 1.13834
H 6.29013 1.97694 2.49955
H 4.12223 0.95081 3.34652
H 1.94726 2.03959 2.86267
H 2.02216 4.15733 1.43218
F -4.96893 -0.70357 2.01251
C -5.32324 0.46928 2.50361
C -4.44910 1.58986 2.13608
C -4.74834 2.88610 2.49194
C -5.96375 3.09441 3.14669
C -6.95399 2.09683 3.54112
C -6.54479 0.75302 3.11839
H -3.38295 1.37574 1.68806
H -4.09579 3.74427 2.17224
H -6.32986 4.22901 3.19717
H -7.82077 2.38443 3.74696
H -7.29428 0.08396 3.42167
F -2.24272 -1.16102 -3.71761
C -2.20727 -2.42230 -3.89082
C -2.91522 -3.13413 -4.94721
C -2.83519 -4.51364 -5.01189
C -2.07115 -5.26121 -4.17902
C -1.46414 -4.67144 -3.07917
C -1.59970 -3.33701 -2.93705
H -3.56737 -2.60603 -5.86529
H -3.42748 -5.00218 -5.90435
H -1.90974 -6.41941 -4.34355
H -0.84033 -5.22117 -2.33889
H -1.05913 -2.69262 -2.28405
F -1.41780 -0.59935 1.96262
C -0.41065 -0.48458 1.05441
C -0.53004 -0.40162 -0.43458
C 0.55547 -0.14871 -1.21524
C 1.88335 -0.11201 -0.71095
C 2.05669 -0.15726 0.68480
C 0.90758 -0.33361 1.60756
H -1.44803 -0.71979 -0.73990
H 0.32335 0.12946 -2.30518
H 2.71562 0.01840 -1.40770
H 2.98969 0.02513 0.93163
H 0.98450 -0.52717 2.66359
F -1.30327 -2.29300 4.71540
C -0.41758 -1.26571 4.98548
C 0.88585 -1.39117 5.53402
C 1.78453 -0.32850 5.76328
C 1.25419 0.97474 5.42922
C -0.00922 1.24538 4.94710
C -0.93469 0.11712 4.67749
H 1.24961 -2.33569 5.81279
H 2.79748 -0.31063 6.19160
H 1.81169 1.97704 5.54044
H -0.18502 2.30360 4.86302
H -1.95401 0.26182 4.29562
F 1.96237 1.17254 -3.76532
C 1.93339 1.01589 -5.10717
C 2.29762 -0.14359 -5.69902
C 2.45859 -0.18511 -7.10033
C 1.94055 0.91572 -7.85474
C 1.40693 2.06207 -7.24076
C 1.58346 2.19295 -5.81997
H 2.82336 -1.08806 -5.14970
H 2.80918 -1.07563 -7.68902
H 1.99838 0.85214 -8.97099
H 1.12255 2.96878 -7.89777
H 1.48929 3.01116 -5.37619

Computed properties:
SMILES ... O=S1(=O)CCCC1.Fc1ccccc1.Fc1ccccc1.Fc1ccccc1.Fc1ccccc1.Fc1ccccc1.Fc1ccccc1.Fc1ccccc1
Lowest unoccupied orbital energy ... 0.0175 Eh
Highest occupied orbital energy ... -8.865 eV
Orbital gap ... 9.34 eV
Total charge ... 0
Multiplicity ... 1

Here are the Mulliken charges for atoms 1 to 2, given in e: O -0.618; S 1.140

***

[3]
Here is C4H6F2N2 in the gas phase from OMol25. Energies are from ωB97M-V/def2-TZVPD.

Cartesian coordinates (Å):
H 1.51084 2.22772 -0.24474
N 2.07871 1.34269 -0.27552
C 1.25789 0.36220 -0.08911
C 1.65841 -1.06656 0.11838
N -0.15002 0.53497 0.11202
C -1.30659 -0.30934 -0.13635
C -2.56894 0.15789 0.00275
F -3.60825 -0.61448 -0.20930
F -2.88262 1.50020 0.11700
H 0.99846 -1.65829 0.77803
H 1.49733 -1.63511 -0.84988
H 2.80416 -1.00107 0.46947
H -0.21781 1.57620 0.27698
H -1.07159 -1.41702 -0.06973

Computed properties:
SMILES ... [H]/N=C(/C)NC=C(F)F
Lowest unoccupied orbital energy ... 0.0250 Eh
Highest occupied orbital energy ... -8.592 eV
Orbital gap ... 9.27 eV
Total charge ... 0
Multiplicity ... 1

Here are the Mulliken charges for atoms 1 to 2, given in e: H 0.194; N -0.681

***

[4]
Here is a molecular structure, C33H51BBeF4N3O6 from OMol25. Energies are from ωB97M-V/def2-TZVPD.

Cartesian coordinates (Å):
Be 6.86060 -3.88646 16.32048
B 4.77595 -5.55049 15.36949
F 3.96250 -4.55173 14.88592
F 6.03654 -5.51595 14.78690
F 5.00782 -5.37583 16.74817
F 4.17611 -6.80547 15.23762
N 4.11319 -11.07802 15.88383
C 3.97866 -9.78750 16.20966
C 3.07778 -9.24439 17.10680
C 2.13824 -10.11223 17.66420
C 2.21069 -11.46788 17.31150
C 3.18998 -11.88371 16.43063
H 4.63849 -9.13535 15.65253
H 2.93510 -8.19023 17.29195
H 1.41371 -9.69354 18.34948
H 1.48390 -12.18746 17.66120
H 3.24640 -12.93524 16.17841
N 1.06540 -5.14414 18.83904
C -0.25901 -4.96700 18.93669
C -1.18870 -5.58740 18.11211
C -0.67089 -6.46298 17.14358
C 0.69207 -6.61316 16.99261
C 1.52251 -5.94077 17.85491
H -0.55159 -4.28079 19.72074
H -2.23595 -5.33108 18.16628
H -1.31248 -6.98122 16.44331
H 1.05330 -7.16473 16.13478
H 2.60316 -6.00766 17.80349
N 8.57639 -4.27463 14.63357
C 9.28588 -3.20312 14.21160
C 10.32834 -3.30554 13.30923
C 10.63524 -4.55257 12.76580
C 9.85575 -5.65043 13.13733
C 8.78414 -5.44636 14.02822
H 8.95648 -2.32674 14.75091
H 10.91108 -2.41783 13.10985
H 11.46252 -4.67380 12.08132
H 10.02976 -6.65549 12.78325
H 8.17511 -6.28472 14.33861
C 4.23232 -3.11338 19.67885
C 5.25238 -4.19588 19.48338
O 6.21718 -3.99384 18.75769
C 5.04610 -5.57677 20.08108
H 4.26734 -2.75374 20.71078
H 3.21026 -3.46447 19.52590
H 4.42283 -2.24094 19.05658
H 4.94640 -5.49296 21.16184
H 5.90488 -6.15724 19.74689
H 4.17353 -6.06129 19.64149
C 3.10862 -4.75561 12.07119
C 2.34272 -6.07756 12.02229
O 2.52346 -6.83431 11.08888
C 1.34678 -6.36930 13.07945
H 2.55980 -4.01475 12.65217
H 3.42808 -4.36169 11.11034
H 4.00006 -5.00240 12.64871
H 0.70094 -5.49476 13.19539
H 1.79053 -6.42508 14.07698
H 0.79796 -7.26627 12.80449
C 4.69298 -9.02058 12.63867
C 5.87432 -8.11085 12.46348
O 6.93171 -8.39730 13.00950
C 5.83049 -6.91632 11.58922
H 4.93784 -9.85855 13.28614
H 4.22312 -9.24988 11.68214
H 3.92124 -8.44105 13.15726
H 6.69739 -6.89016 10.92787
H 5.81215 -5.98026 12.14912
H 4.96640 -6.86059 10.92500
C 8.41005 -7.92444 18.44965
C 7.80365 -7.32330 17.22441
O 7.78910 -6.09958 17.11428
C 7.17635 -8.26252 16.20581
H 9.46041 -8.13156 18.21613
H 7.90972 -8.82675 18.78804
H 8.57626 -7.14293 19.19213
H 6.41593 -7.65880 15.71886
H 6.67396 -9.07659 16.73167
H 7.91598 -8.78840 15.60303
C 2.00846 -2.46217 17.14484
C 0.88851 -2.45843 16.14137
O -0.22881 -2.10056 16.46244
C 1.16480 -2.93776 14.75400
H 1.68878 -2.00826 18.08278
H 2.83185 -1.86552 16.74355
H 2.38658 -3.43689 17.44806
H 0.25720 -2.94434 14.15126
H 1.58392 -3.94379 14.75693
H 1.81579 -2.20059 14.27734
C 5.18213 -0.90903 13.02334
C 5.85120 -2.27809 13.03566
O 6.15650 -2.78812 14.09805
C 6.06649 -2.86904 11.67587
H 5.23820 -0.49064 14.03158
H 4.11829 -0.88324 12.79053
H 5.73331 -0.16225 12.45035
H 5.11444 -2.98971 11.16323
H 6.54945 -3.83912 11.78883
H 6.68656 -2.16127 11.12508

Computed properties:
Lowest unoccupied orbital energy ... -0.2175 Eh
Highest occupied orbital energy ... -11.345 eV
Orbital gap ... 5.43 eV
Total charge ... +1
Multiplicity ... 1

Here are the Mulliken charges for atoms 1 to 2, given in e: Be 1.075; B -0.406

***

[5]
Here is a molecular structure, C32H35F9N10O7SY from OMol25. Energies are from ωB97M-V/def2-TZVPD.

Cartesian coordinates (Å):
Y 0.67409 -0.79920 0.79082
C 2.39103 -3.34562 3.83201
C 2.25552 -2.86124 2.40935
O 2.00986 -1.62395 2.22526
C 2.43983 -3.76305 1.36978
C 2.38375 -3.42038 -0.00861
C 2.80244 -4.45323 -1.01959
N 1.99776 -2.23349 -0.40686
N 2.08124 -2.01150 -1.78737
C 1.43800 -0.94516 -2.15297
O 0.77303 -0.12783 -1.40735
C 1.48695 -0.64455 -3.62124
C 0.44334 0.06521 -4.20933
C 0.46303 0.37196 -5.56395
C 1.54491 -0.00613 -6.34747
C 2.59062 -0.71879 -5.76866
C 2.55741 -1.04498 -4.42062
H 1.91066 -2.63535 4.49888
H 3.44878 -3.43700 4.09212
H 1.91968 -4.32149 3.94830
H 2.66870 -4.78866 1.62458
H 2.96405 -5.41458 -0.53481
H 3.72161 -4.13623 -1.51459
H 2.04516 -4.54945 -1.79699
H -0.39262 0.35697 -3.58615
H -0.36902 0.90520 -6.01034
H 1.57119 0.24252 -7.40136
H 3.43263 -1.02937 -6.37557
H 3.35248 -1.61503 -3.95793
N -6.01003 1.40295 4.33005
C -4.93694 0.54589 4.05895
C -3.68044 1.06629 3.74925
C -2.60567 0.22381 3.52995
C -2.78258 -1.15117 3.60556
C -4.02480 -1.68019 3.91425
C -5.09855 -0.83595 4.14297
S -1.39575 -2.23351 3.40557
O -0.35283 -1.71015 4.24875
O -1.85607 -3.57441 3.66333
N -0.86763 -2.06737 1.88359
C -1.68719 -2.38839 0.84456
N -1.08112 -2.24744 -0.35638
C -1.77737 -2.56875 -1.42772
C -3.06857 -3.06371 -1.34980
C -3.61157 -3.13028 -0.07664
N -2.95510 -2.78992 1.02345
H -5.92658 2.32280 3.92991
H -6.92046 0.99979 4.18314
H -3.54389 2.14055 3.68785
H -1.63647 0.63278 3.28532
H -4.13317 -2.75528 3.95653
H -6.07179 -1.24682 4.38933
H -1.27619 -2.43081 -2.38171
H -3.62431 -3.35174 -2.22966
H -4.63433 -3.46743 0.07218
N -2.92935 0.41455 -1.08331
C -1.89805 1.44182 -1.20269
C -2.44731 2.75321 -1.80207
C -1.50141 3.93533 -2.07538
C -0.22845 3.60249 -2.86212
N 0.78574 3.09350 -1.95018
C 1.96962 2.64495 -2.29582
N 2.37562 2.71441 -3.59461
N 2.81496 2.20382 -1.37208
C -1.11828 1.55723 0.11812
O -0.46826 2.59406 0.31949
O -1.15398 0.55704 0.89542
H -3.64214 0.52494 -1.79300
H -3.36206 0.43498 -0.16772
H -1.14223 1.05952 -1.89672
H -3.27813 3.10446 -1.18128
H -2.88964 2.46574 -2.76519
H -1.20665 4.40729 -1.14260
H -2.06221 4.67809 -2.65093
H 0.14625 4.50794 -3.35039
H -0.45265 2.86542 -3.64709
H 0.46632 3.00172 -0.96085
H 1.64382 2.73974 -4.28410
H 3.13990 2.10878 -3.84826
H 2.44782 2.00510 -0.42647
H 3.61352 1.66596 -1.66122
F 4.61483 2.24200 0.75901
C 4.11347 1.53070 1.79552
F 4.38150 0.25201 1.54879
F 4.80770 1.89390 2.88744
C 2.57128 1.76824 1.90517
O 1.94628 1.13782 0.89618
C 2.31108 3.32080 1.84341
F 3.23394 4.02741 2.53489
F 1.11459 3.65685 2.32327
F 2.36639 3.76343 0.57758
C 2.09127 1.27844 3.32790
F 0.84363 0.80331 3.21627
F 2.86652 0.32247 3.83596
F 2.06802 2.26340 4.24775

Computed properties:
Lowest unoccupied orbital energy ... 0.0806 Eh
Highest occupied orbital energy ... -4.369 eV
Orbital gap ... 6.56 eV
Total charge ... -1
Multiplicity ... 1

Here are the Mulliken charges for atoms 1 to 2, given in e: Y -0.208; C -1.897